Record 1
Molecular formula: C3H3N3
Method: DFT, wB97M-V/def2-TZVPD

Geometry as XYZ:
```
9
Properties=species:S:1:pos:R:3:forces:R:3
N -3.026 2.068 -0.032 -0.3 0.7 -0.1
C -2.462 1.073 0.045 -0.5 0.1 -0.1
N -2.635 -2.359 -0.044 -0.2 -0.7 -0.1
H 0.238 -1.017 -0.075 -0.1 -0.1 0.0
H 0.132 0.630 -0.835 0.0 0.0 -0.1
C -2.278 -1.273 0.038 -0.6 -0.1 0.0
N -1.802 -0.055 0.160 4.9 0.0 -0.1
C -0.063 0.014 0.031 -3.3 0.2 0.4
H 0.246 0.468 0.962 0.0 0.0 0.0
```
Forces are in eV/Å.

Values from the calculation:
total charge	0
Kohn-Sham gap	10.5	eV
HOMO	-10.322	eV
calculated total energy	-280.30382	Ha
SMILES	CN(C#N)C#N

Here are the Löwdin charges for atoms 1 to 4, given in e:
1. N 0.166
2. C -0.320
3. N 0.164
4. H 0.074

***

Record 2
Molecular formula: C3H3N3
Method: DFT, wB97M-V/def2-TZVPD

Geometry as XYZ:
```
9
Properties=species:S:1:pos:R:3:forces:R:3
C 1.284 -1.034 0.057 -3.9 2.4 1.2
N 2.122 -1.784 -0.101 1.8 -1.5 -0.4
H -1.458 0.076 -1.276 0.3 0.2 -1.1
C 0.558 1.268 0.000 0.4 1.8 0.4
N -1.423 -0.043 -0.296 0.2 0.2 0.2
H -1.559 -0.978 -0.038 -1.5 -1.6 0.1
N 1.321 2.105 -0.112 0.7 1.0 -0.5
C -0.302 0.261 0.403 1.6 -2.1 -4.0
H -0.542 0.129 1.361 0.4 -0.5 4.1
```
Forces are in eV/Å.

Values from the calculation:
total charge	0
Kohn-Sham gap	10.3	eV
HOMO	-11.007	eV
calculated total energy	-280.25976	Ha

Here are the Löwdin charges for atoms 1 to 4, given in e:
1. C -0.157
2. N 0.025
3. H 0.107
4. C -0.264

***

Record 3
Molecular formula: C3H3N3O
Method: DFT, wB97M-V/def2-TZVPD

Geometry as XYZ:
```
10
Properties=species:S:1:pos:R:3:forces:R:3
C -0.111 0.784 1.111 2.5 -4.9 2.1
C 0.856 -1.183 0.164 0.5 2.8 -1.5
N -0.516 0.876 -0.136 -5.4 3.3 -3.4
H -0.915 0.187 -1.962 -1.6 0.9 -2.4
N 0.573 -0.328 1.273 -0.9 1.5 1.1
H -0.271 1.352 2.062 -0.3 0.3 -1.7
C -0.356 -0.035 -1.142 2.1 -0.7 0.0
H -1.444 1.282 -0.439 1.6 0.7 1.5
N 0.470 -0.995 -1.221 -2.1 0.7 2.5
O 1.713 -1.939 0.289 3.7 -4.6 1.7
```
Forces are in eV/Å.

Values from the calculation:
total charge	0
Kohn-Sham gap	9.9	eV
HOMO	-9.750	eV
calculated total energy	-355.55310	Ha
SMILES	O=c1nc[nH]cn1

Here are the Löwdin charges for atoms 1 to 4, given in e:
1. C -0.145
2. C -0.565
3. N 0.043
4. H 0.097

***

Record 4
Molecular formula: C3H3N3O
Method: DFT, wB97M-V/def2-TZVPD

Geometry as XYZ:
```
10
Properties=species:S:1:pos:R:3:forces:R:3
H 1.951 -1.236 0.816 -0.1 0.0 -0.1
C -1.701 -0.457 0.063 -0.1 -0.3 0.0
N -1.577 0.848 -0.326 0.3 -0.1 -0.3
N -0.581 -1.065 0.375 -0.2 0.2 -0.1
C 1.723 -0.340 0.226 0.5 0.6 -0.4
H 0.245 1.898 -0.681 0.0 0.0 0.3
O 2.534 0.391 -0.284 -0.6 -0.5 0.5
N 0.341 -0.096 0.128 0.1 0.2 -0.1
H -2.648 -0.972 -0.001 0.1 0.0 0.4
C -0.285 1.029 -0.316 0.0 0.1 -0.1
```
Forces are in eV/Å.

Values from the calculation:
total charge	0
Kohn-Sham gap	10.8	eV
HOMO	-10.737	eV
calculated total energy	-355.61607	Ha
SMILES	O=Cn1cncn1

Here are the Löwdin charges for atoms 1 to 4, given in e:
1. H 0.140
2. C -0.208
3. N 0.089
4. N 0.101

***

Record 5
Molecular formula: C3H3N3O
Method: DFT, wB97M-V/def2-TZVPD

Geometry as XYZ:
```
10
Properties=species:S:1:pos:R:3:forces:R:3
N 2.427 0.814 -0.831 0.8 1.3 -0.2
H -2.889 -2.392 0.532 0.3 0.2 1.0
C 1.936 -0.117 -0.269 0.3 0.6 -0.1
C -1.043 0.281 0.235 0.8 2.4 0.3
H 2.743 1.776 -0.641 -0.6 -1.4 0.0
N -0.457 1.368 -0.001 0.3 0.1 0.9
H -0.116 1.959 0.827 -1.1 -1.3 -1.0
N -2.340 -1.821 -0.084 -0.2 0.0 -1.7
O 1.450 -1.079 0.160 -0.2 -0.7 0.3
C -1.709 -0.790 0.072 -0.6 -1.2 0.6
```
Forces are in eV/Å.

Values from the calculation:
total charge	0
Kohn-Sham gap	7.5	eV
HOMO	-7.993	eV
calculated total energy	-355.50927	Ha
SMILES	N=C=C=N.N=C=O

Here are the Löwdin charges for atoms 1 to 4, given in e:
1. N 0.191
2. H 0.066
3. C -0.461
4. C -0.206

***

Record 6
Molecular formula: C3H3N3O
Method: DFT, wB97M-V/def2-TZVPD

Geometry as XYZ:
```
10
Properties=species:S:1:pos:R:3:forces:R:3
O -1.522 0.560 1.242 0.0 -0.5 -0.3
N -0.196 0.868 -1.171 0.4 0.2 0.3
C -1.283 -0.436 0.619 -0.2 0.3 0.3
H -1.694 -1.427 0.877 0.0 0.1 0.0
H -0.572 -1.234 -1.280 0.1 0.1 0.1
H 2.289 0.872 0.634 0.0 -0.1 -0.1
C 0.971 -0.688 0.242 0.1 0.5 -0.2
N 1.491 0.503 0.136 0.1 -0.3 0.1
C -0.278 -0.466 -0.560 0.0 -0.1 0.0
N 0.795 1.447 -0.739 -0.4 -0.3 -0.2
```
Forces are in eV/Å.

Values from the calculation:
total charge	0
Kohn-Sham gap	9.7	eV
HOMO	-9.861	eV
calculated total energy	-355.49594	Ha

Here are the Löwdin charges for atoms 1 to 4, given in e:
1. O 0.081
2. N 0.047
3. C -0.236
4. H 0.128

***

Record 7
Molecular formula: C3H3N3O
Method: DFT, wB97M-V/def2-TZVPD

Geometry as XYZ:
```
10
Properties=species:S:1:pos:R:3:forces:R:3
O -1.308 0.515 0.772 -0.8 -0.5 0.8
C 1.345 -0.190 0.348 -0.2 -2.0 0.6
H 1.142 1.882 -0.977 0.1 -2.6 3.4
N -0.545 -1.360 -0.310 0.0 -1.7 1.4
H 2.410 -0.166 0.559 -0.1 -0.7 0.3
C -1.533 -0.586 0.033 3.7 -1.2 -0.6
N -0.606 1.163 -0.262 5.2 1.5 1.6
C 0.802 1.064 -0.007 -5.9 2.4 -6.1
H -2.419 -0.914 -0.395 -2.1 0.4 -0.4
N 0.712 -1.406 0.240 0.0 4.4 -0.9
```
Forces are in eV/Å.

Values from the calculation:
total charge	0
Kohn-Sham gap	9.0	eV
HOMO	-9.958	eV
calculated total energy	-355.39232	Ha
SMILES	C1=NN=CON=C1

Here are the Löwdin charges for atoms 1 to 4, given in e:
1. O -0.087
2. C -0.151
3. H 0.193
4. N 0.019

***

Record 8
Molecular formula: C3H3N3O
Method: DFT, wB97M-V/def2-TZVPD

Geometry as XYZ:
```
10
Properties=species:S:1:pos:R:3:forces:R:3
H 2.257 -1.158 -0.620 0.0 0.0 0.1
N -1.636 0.979 -0.588 -0.2 0.3 -0.4
N 0.190 -0.264 -0.066 0.0 -0.2 0.4
O 2.919 -1.525 1.273 -0.5 0.1 -0.4
H -1.633 -0.211 1.104 0.1 0.0 -0.1
C -2.144 1.681 -1.417 0.3 -0.4 0.5
C 2.078 -1.230 0.470 0.5 -0.2 0.3
H -2.103 2.766 -1.429 0.0 -0.1 0.0
N 0.732 -0.928 0.858 -0.1 0.2 -0.3
C -1.100 0.119 0.218 0.0 0.1 0.0
```
Forces are in eV/Å.

Values from the calculation:
total charge	0
Kohn-Sham gap (alpha / beta)	7.8 / 7.8	eV
HOMO (alpha / beta)	-8.931 / -8.929	eV
calculated total energy	-355.48166	Ha

Here are the Löwdin charges for atoms 1 to 4, given in e:
1. H 0.116
2. N -0.011
3. N 0.006
4. O 0.061

***

Energy above the lowest of the compared OMol25 structures with the same formula, charge and spin values (in kJ/mol) by entry order: 202.06, 317.73, 227.85, 62.54, 342.94, 377.93, 649.99, 415.43.
Strongest force on any atom values (in eV/A) by entry order: 4.93, 4.80, 7.20, 0.94, 2.52, 0.60, 8.77, 0.68.